104
Properties=species:S:1:pos:R:3:forces:R:3:lowdin_charge:R:1 method="wB97M-V/def2-TZVPD" smiles="CCO[C@]1(P(O)O)OC(=O)O[C@H]1CCCCC(F)(F)C(F)(F)S(F)(F)(F)(F)F.O=C1CCCO1.O=C1CCCO1.O=C1CCCO1.O=C1CCCO1.O=C1CCCO1"
C -2.3186 5.5641 -1.8655 0.4 1.0 0.3 -0.088
C -2.0736 5.6358 -3.4428 -0.3 1.5 0.3 -0.236
O -2.4204 4.4574 -4.1916 0.7 -0.7 1.3 -0.109
C -1.5979 3.3157 -3.9221 -2.2 1.4 -1.8 -0.456
P 0.2502 3.4326 -3.5325 2.3 -3.4 1.6 1.012
O 0.6488 4.5280 -2.2885 0.4 0.5 -2.3 -0.304
O 1.2387 3.5710 -4.9177 -1.0 0.7 1.0 -0.279
O -1.5650 2.6632 -5.2515 1.9 -2.9 2.1 0.020
C -1.1065 1.3279 -4.8973 1.7 -2.0 -1.1 -0.418
O -0.4092 0.5912 -5.6139 -3.0 3.0 2.6 0.109
O -1.5262 0.9369 -3.5624 0.4 1.9 -2.5 0.003
C -2.3355 2.0737 -3.1756 -1.4 2.0 0.1 -0.224
C -2.8343 2.2543 -1.6679 -0.5 -1.0 -0.5 -0.113
C -3.4761 0.8354 -1.2139 -0.4 0.6 0.5 -0.166
C -2.5271 -0.0130 -0.2337 -0.7 -0.1 -0.6 -0.173
C -2.4455 0.7213 1.1863 -0.6 0.0 0.1 -0.086
C -1.4221 0.0554 2.2216 -2.5 -1.3 -0.3 -0.295
F -1.7300 0.3667 3.5906 1.3 -0.2 -3.2 0.054
F -1.6948 -1.3655 2.1373 0.9 2.6 0.3 0.024
C 0.1227 0.1951 1.8578 1.0 -4.0 0.8 -0.300
F 0.8448 -0.4473 2.9207 -1.7 1.3 -2.5 0.043
F 0.4651 -0.5498 0.6888 -1.4 2.0 2.8 0.064
S 0.8148 1.9110 1.6458 4.2 2.6 -0.5 0.990
F 1.7135 1.7081 3.0658 -1.8 0.9 -2.0 -0.189
F 2.1480 1.2360 0.8404 -2.1 1.1 1.3 -0.183
F 0.1276 2.1468 0.1523 0.3 -0.5 2.6 -0.165
F -0.4022 2.6692 2.4752 1.6 -1.5 -1.4 -0.150
F 1.5534 3.3952 1.4822 -1.4 -2.3 0.2 -0.157
H -1.9211 6.5636 -1.4377 -0.5 -1.5 -0.7 0.093
H -3.4345 5.5486 -1.5689 1.8 -0.3 -0.7 0.090
H -1.7221 4.7499 -1.3252 -1.0 1.1 -0.9 0.055
H -2.7643 6.4779 -3.8310 1.0 -1.5 0.4 0.133
H -1.0095 5.9900 -3.7297 -1.5 -0.8 0.7 0.124
H 1.5950 4.7883 -2.4360 -1.0 -0.3 0.3 0.079
H 1.6509 2.6746 -5.0038 -0.6 1.0 0.2 0.065
H -3.2727 1.9768 -3.8288 1.1 0.4 1.3 0.155
H -2.0581 2.6544 -0.9372 -0.8 -0.8 -1.1 0.088
H -3.7105 2.9996 -1.6892 1.7 -1.1 -0.2 0.100
H -3.7942 0.2499 -2.1571 0.7 0.8 1.6 0.131
H -4.4639 1.0676 -0.6582 1.5 -0.4 -0.8 0.121
H -3.0240 -1.0302 -0.0828 0.9 1.3 -0.2 0.124
H -1.5304 -0.1644 -0.7628 -1.2 0.2 0.9 0.119
H -2.2801 1.8353 1.0180 0.1 -1.5 0.5 0.109
H -3.4925 0.6200 1.6635 1.8 0.1 -0.5 0.150
O 5.2092 5.0476 1.2951 0.6 -0.3 0.5 0.113
C 5.5320 4.1864 2.0721 -0.4 0.5 -0.8 -0.475
O 6.8027 4.0071 2.5246 -0.3 0.3 -0.2 0.029
C 6.8544 2.8329 3.3441 0.4 -0.3 0.3 -0.160
C 5.4348 2.6116 3.8114 -0.3 -0.4 0.4 -0.158
C 4.6221 3.1342 2.6455 0.0 -0.1 0.5 -0.096
H 7.2274 2.0014 2.7390 0.0 0.1 0.0 0.131
H 7.5385 2.9972 4.1782 0.1 0.1 -0.2 0.127
H 5.2220 1.5713 4.0639 0.1 0.1 0.0 0.115
H 5.2370 3.2211 4.6990 0.0 -0.1 -0.1 0.123
H 4.4494 2.3628 1.8914 -0.1 0.1 0.0 0.128
H 3.6793 3.5680 2.9760 0.0 0.0 -0.4 0.113
O -5.2030 3.0652 -3.2103 -0.3 0.1 -0.8 0.096
C -5.7282 3.5894 -4.1612 0.5 0.0 0.6 -0.450
O -5.2071 3.5800 -5.4145 -0.1 -0.3 0.6 0.036
C -6.0231 4.3825 -6.2754 0.0 0.2 -0.5 -0.154
C -7.3745 4.4391 -5.6023 -0.6 0.2 -0.2 -0.162
C -7.0095 4.3774 -4.1345 -0.4 -0.1 -0.3 -0.075
H -5.5633 5.3707 -6.3698 0.0 -0.1 0.0 0.131
H -6.0773 3.9226 -7.2634 0.2 0.0 0.2 0.130
H -7.9545 5.3225 -5.8741 0.1 -0.1 0.0 0.120
H -7.9607 3.5550 -5.8722 0.1 0.1 0.0 0.123
H -6.8093 5.3692 -3.7220 0.0 -0.1 0.1 0.136
H -7.7739 3.8647 -3.5508 0.3 0.2 0.2 0.130
O -1.5820 -5.0419 0.9979 0.8 -0.3 -0.1 0.120
C -0.5146 -5.0140 1.5532 -1.1 0.0 -0.1 -0.468
O 0.5222 -5.8433 1.2504 -0.3 0.2 -0.1 0.009
C 1.5966 -5.6159 2.1702 0.6 -0.2 0.1 -0.153
C 1.3679 -4.2233 2.7109 0.3 0.4 0.3 -0.162
C -0.1412 -4.1096 2.6959 0.4 0.3 0.0 -0.073
H 1.5528 -6.3787 2.9532 0.0 0.0 -0.1 0.132
H 2.5513 -5.7003 1.6483 -0.2 -0.2 -0.1 0.131
H 1.8094 -4.0660 3.6967 0.0 -0.1 -0.1 0.105
H 1.7980 -3.4845 2.0269 0.0 -0.1 0.1 0.123
H -0.5882 -4.4940 3.6158 -0.1 0.1 -0.1 0.141
H -0.4638 -3.0864 2.5088 -0.3 -0.3 0.1 0.097
O 1.9263 -9.4797 -0.1709 0.0 0.1 -0.8 0.109
C 1.3832 -8.9679 -1.1161 0.3 -0.1 1.0 -0.477
O 1.8890 -8.9757 -2.3799 0.1 -0.2 0.4 0.026
C 1.0497 -8.1876 -3.2319 0.0 0.2 -0.5 -0.167
C -0.2930 -8.1463 -2.5401 -0.6 0.1 -0.2 -0.163
C 0.0923 -8.1969 -1.0768 -0.4 -0.1 -0.4 -0.081
H 1.4945 -7.1934 -3.3364 0.0 -0.1 0.0 0.128
H 0.9879 -8.6522 -4.2176 0.2 0.0 0.1 0.125
H -0.8883 -7.2716 -2.8073 0.1 -0.1 0.0 0.120
H -0.8712 -9.0392 -2.7986 0.1 0.1 0.0 0.120
H 0.2844 -7.2015 -0.6717 0.0 -0.1 0.1 0.112
H -0.6578 -8.7169 -0.4816 0.3 0.2 0.2 0.134
O 6.3581 -1.6144 4.6913 -0.3 0.0 0.8 0.115
C 5.5695 -2.0595 5.4835 0.8 0.1 -0.8 -0.480
O 5.7085 -1.9605 6.8335 0.1 0.1 -0.4 0.031
C 4.6554 -2.6892 7.4749 -0.1 -0.1 0.5 -0.163
C 3.5535 -2.7844 6.4453 -0.6 -0.1 0.0 -0.169
C 4.3263 -2.8367 5.1441 -0.5 0.1 0.2 -0.091
H 5.0384 -3.6717 7.7664 0.0 0.1 0.0 0.129
H 4.3329 -2.1559 8.3707 0.3 0.0 -0.1 0.128
H 2.8935 -3.6400 6.5987 0.1 0.1 0.1 0.117
H 2.9412 -1.8774 6.4723 0.0 -0.1 0.0 0.122
H 4.6060 -3.8588 4.8776 0.0 0.1 -0.1 0.136
H 3.7763 -2.3626 4.3313 0.3 -0.2 -0.1 0.120

100
Properties=species:S:1:pos:R:3:forces:R:3:lowdin_charge:R:1 method="wB97M-V/def2-TZVPD" charge=+1
C -1.4843 2.1311 -3.6336 -0.4 0.3 1.4 -0.081
C -2.2895 0.8792 -3.0499 -1.6 -2.3 0.9 -0.103
C -3.8622 0.8197 -3.1725 1.8 -1.9 1.9 0.076
C -4.7459 1.9239 -3.8949 -4.1 -0.8 -2.3 -0.331
O -5.8563 1.5602 -4.3758 4.8 0.9 2.3 0.107
O -4.3868 3.2891 -4.0823 1.1 -2.6 -0.1 0.040
C -4.5752 -0.4042 -2.5393 2.0 -0.7 0.4 -0.036
F -5.9891 -0.5969 -2.5218 4.2 0.7 -0.1 0.028
C -3.7473 -1.5272 -1.8600 0.0 2.9 -1.6 0.124
N -2.2975 -1.4421 -1.8076 -1.6 1.8 -0.6 -0.097
C -1.6114 -2.6011 -1.1703 2.1 -4.2 1.0 -0.270
C -1.0443 -2.6185 0.2690 0.2 -3.2 -2.3 -0.001
C -0.3574 -3.9628 0.7660 -1.4 -0.3 -3.7 -0.014
C -0.2462 -5.2243 -0.1681 -1.8 3.0 -1.5 -0.029
C -0.8104 -5.1919 -1.6268 -0.3 3.7 2.9 -0.036
C -1.4740 -3.8707 -2.0914 1.0 -0.5 2.2 0.006
C -1.5448 -0.3169 -2.3417 -2.7 0.8 -0.8 -0.452
I 0.6429 -0.3982 -2.1487 -2.0 0.2 -0.3 0.982
H -2.0589 3.0699 -3.2733 0.9 -1.5 -0.8 0.099
H -0.4425 2.2196 -3.1481 -1.7 -0.5 -0.9 0.053
H -1.4046 2.1535 -4.7705 -0.1 -0.3 1.6 0.106
H -4.0528 3.3417 -5.0181 -0.6 0.2 1.1 0.145
H -4.2695 -2.4385 -1.3890 1.2 1.6 -0.9 0.171
H -1.1304 -1.6980 0.9339 0.2 -1.5 -0.9 0.107
H 0.0641 -4.0886 1.8144 -0.7 0.5 -1.6 0.090
H 0.2206 -6.2080 0.1851 -0.7 1.8 -0.3 0.102
H -0.7343 -6.1007 -2.3180 -0.2 1.6 1.2 0.105
H -1.8833 -3.8547 -3.1711 0.6 0.2 2.0 0.111
C -5.7742 -1.9429 -6.1483 -0.2 0.4 0.2 -0.047
O -5.6531 -3.1387 -6.9145 0.5 -0.3 0.1 0.010
C -4.5680 -3.8730 -6.6187 -0.3 -0.2 -0.3 -0.595
O -3.7308 -3.6010 -5.7881 -0.3 0.0 -0.2 0.093
O -4.5751 -4.9607 -7.4049 -0.1 0.6 0.4 0.008
C -3.4711 -5.8406 -7.1991 0.3 -0.4 0.0 -0.043
H -6.6817 -1.4299 -6.4677 0.1 -0.3 -0.1 0.102
H -5.8652 -2.1752 -5.0846 0.1 0.0 -0.1 0.088
H -4.9229 -1.2820 -6.3285 0.0 -0.1 0.1 0.095
H -3.4717 -6.2274 -6.1775 0.1 0.2 -0.1 0.096
H -2.5285 -5.3349 -7.4208 -0.1 0.0 0.2 0.098
H -3.5817 -6.6803 -7.8859 -0.2 0.2 0.0 0.098
C 1.9718 -7.7528 5.8614 0.0 -0.4 0.3 -0.043
O 1.9569 -6.7492 4.8462 0.2 0.5 -0.1 -0.011
C 2.8657 -5.7745 5.0216 0.0 -0.1 0.0 -0.599
O 3.6518 -5.6944 5.9318 -0.4 0.0 -0.5 0.132
O 2.7443 -4.9012 4.0009 -0.2 -0.4 0.2 -0.022
C 3.6553 -3.8041 4.0568 0.3 0.4 0.0 -0.048
H 1.2008 -8.4847 5.6181 0.0 0.2 -0.2 0.094
H 2.9372 -8.2628 5.8851 -0.1 0.2 0.1 0.101
H 1.7403 -7.3182 6.8364 0.2 0.0 -0.1 0.100
H 4.6876 -4.1574 4.0090 -0.1 0.0 0.2 0.101
H 3.4906 -3.2118 4.9597 0.1 -0.2 0.0 0.100
H 3.4672 -3.1700 3.1893 -0.2 -0.3 0.0 0.089
C -2.4746 1.4678 5.1334 -0.2 0.5 0.1 -0.039
O -1.7144 0.3522 4.6690 0.0 -0.5 0.0 -0.011
C -1.9627 -0.7971 5.3206 0.0 0.1 0.1 -0.601
O -2.7453 -0.9447 6.2255 0.4 0.0 -0.5 0.133
O -1.1842 -1.7539 4.7843 -0.1 0.5 -0.1 -0.016
C -1.3429 -3.0371 5.3777 0.0 -0.6 0.2 -0.046
H -2.1918 2.3359 4.5364 0.1 -0.3 0.0 0.089
H -3.5437 1.2894 4.9985 0.1 -0.1 0.2 0.100
H -2.2473 1.6801 6.1803 -0.1 -0.1 -0.1 0.103
H -2.3661 -3.3975 5.2500 0.1 0.1 0.2 0.101
H -1.0718 -3.0101 6.4353 -0.2 0.0 -0.1 0.103
H -0.6691 -3.7273 4.8676 0.0 0.3 -0.1 0.085
C 0.2208 5.2412 3.1037 0.5 -0.1 0.0 -0.045
O -1.1449 5.4208 3.4782 -0.4 0.2 -0.2 -0.010
C -1.8668 6.1433 2.6047 0.0 0.0 0.1 -0.601
O -1.4592 6.6264 1.5763 -0.2 -0.2 0.4 0.120
O -3.1219 6.2336 3.0766 0.5 -0.1 -0.1 -0.004
C -4.0080 6.9805 2.2443 -0.4 0.3 -0.2 -0.046
H 0.7042 4.6457 3.8790 -0.3 0.1 0.0 0.095
H 0.2934 4.6999 2.1576 0.0 0.2 0.0 0.096
H 0.7330 6.2034 3.0386 -0.1 -0.1 -0.2 0.100
H -4.1048 6.5091 1.2636 0.1 0.1 0.1 0.096
H -3.6653 8.0127 2.1449 0.0 -0.2 -0.1 0.101
H -4.9882 6.9869 2.7223 0.2 -0.1 0.1 0.095
C 5.8619 4.3572 4.0821 0.0 -0.3 0.3 -0.046
O 6.2927 5.3316 3.1337 -0.3 0.2 -0.3 0.002
C 5.3016 5.8596 2.3963 0.2 0.1 0.0 -0.600
O 4.1296 5.5789 2.4775 0.4 0.1 0.0 0.109
O 5.8422 6.7542 1.5526 -0.1 -0.4 0.3 0.001
C 4.8981 7.3999 0.7000 -0.2 0.3 -0.3 -0.045
H 6.7425 4.0014 4.6179 0.0 0.2 -0.2 0.096
H 5.1733 4.8005 4.8049 0.0 -0.1 -0.2 0.099
H 5.3976 3.5068 3.5773 -0.1 0.2 0.1 0.095
H 4.1712 7.9648 1.2877 0.0 -0.2 -0.1 0.100
H 4.3952 6.6714 0.0598 -0.1 0.1 0.2 0.095
H 5.4451 8.0976 0.0650 0.2 -0.2 0.2 0.096
C 5.3795 2.2294 -1.7485 -0.1 0.1 0.4 -0.043
O 5.9324 2.0167 -3.0460 -0.2 -0.4 -0.3 0.007
C 5.3396 1.0352 -3.7451 0.4 0.2 -0.2 -0.597
O 4.4149 0.3532 -3.3683 0.2 0.2 -0.1 0.086
O 5.9533 0.9436 -4.9351 -0.2 0.1 0.6 0.007
C 5.4242 -0.0675 -5.7916 -0.1 -0.3 -0.4 -0.043
H 5.9348 3.0418 -1.2785 0.1 -0.1 -0.3 0.096
H 4.3300 2.5244 -1.8201 0.1 -0.2 0.0 0.094
H 5.4884 1.3344 -1.1316 -0.1 0.0 -0.1 0.098
H 4.3767 0.1352 -6.0259 0.1 -0.1 0.2 0.096
H 5.5349 -1.0545 -5.3371 -0.1 0.1 0.0 0.099
H 5.9951 -0.0495 -6.7205 0.1 0.2 0.2 0.098

93
Properties=species:S:1:pos:R:3:forces:R:3:mulliken_spin:R:1 method="wB97M-V/def2-TZVPD" charge=-2 spin_multiplicity=4
Ti 0.0663 -2.1811 1.1289 0.9 1.3 -1.7 0.243
O -2.9761 -3.7945 2.8305 0.2 0.1 0.0 0.056
C -1.8296 -3.1164 2.7313 0.1 -0.3 0.4 0.149
O -0.8649 -3.6303 2.0488 -0.5 -0.5 0.5 0.054
C -1.6486 -1.8717 3.3553 -0.1 -0.2 0.1 0.141
C -2.6721 -1.2651 4.1296 0.1 0.1 0.0 0.361
C -2.4362 -0.0030 4.6333 -0.1 0.0 0.0 -0.048
C -1.2076 0.6034 4.4474 0.1 0.0 0.0 0.380
C -0.1615 -0.0761 3.7358 0.1 0.0 0.0 0.015
N -0.4247 -1.2755 3.0836 -0.3 0.1 0.1 0.306
C 1.1669 0.4196 3.7728 0.0 0.0 0.0 0.203
O 1.3568 1.7168 4.2284 0.0 -0.2 -0.1 0.030
O 2.2253 -0.1789 3.4532 -0.2 0.1 0.2 0.128
H -2.9425 -4.4952 2.1310 0.0 0.0 -0.1 0.005
H -3.6070 -1.7861 4.2642 0.0 0.0 0.0 0.038
H -3.2088 0.5139 5.1922 0.0 0.0 0.0 0.003
H -1.0311 1.5636 4.9135 0.0 0.0 0.0 0.050
H 0.5098 2.1737 4.1763 0.0 0.0 0.0 -0.003
S -2.7688 -5.6336 0.1218 -0.1 0.1 0.1 0.038
Sb -1.7515 -3.9294 -1.0558 -0.3 0.2 -0.2 0.119
S -2.0690 -1.5651 0.1737 0.4 -1.0 -0.4 0.039
S 0.5923 -3.9352 -0.5661 0.0 0.1 0.2 0.022
I 3.1702 -6.7752 4.2297 0.0 -0.1 0.0 0.000
C 2.6447 -4.9139 3.5267 0.0 0.1 0.0 0.000
C 2.7366 -3.7137 4.2085 0.0 -0.1 0.0 -0.003
N 2.2835 -2.7728 3.3867 0.2 0.3 -0.1 0.004
N 1.9169 -3.2743 2.2001 -0.3 0.0 0.4 0.005
C 2.1148 -4.5865 2.2792 0.0 -0.1 -0.3 0.009
H 3.0767 -3.4864 5.2028 0.0 0.0 0.0 0.000
H 2.2410 -1.7182 3.5046 -0.1 0.0 0.0 -0.003
H 1.8515 -5.2179 1.4463 -0.1 0.0 0.0 -0.003
C -4.6623 3.7210 -4.5839 0.0 0.0 0.0 0.000
C -4.3438 3.0020 -3.2995 0.0 0.0 0.0 0.015
C -3.8569 3.6810 -2.1958 0.0 0.0 0.0 -0.001
C -3.5700 3.0255 -1.0014 0.0 0.0 0.0 -0.124
C -3.1037 3.8521 0.1651 0.1 0.0 0.0 0.099
C -3.7567 1.6375 -0.8953 0.0 0.0 0.1 0.041
Te -3.2742 0.7203 0.9672 -0.4 0.2 0.2 0.674
C -4.2975 0.9433 -1.9952 0.1 0.1 0.0 -0.010
C -4.6251 -0.5192 -1.9649 0.0 -0.1 0.1 0.017
C -4.5651 1.6400 -3.1704 0.0 0.0 0.0 -0.010
H -4.2370 4.7251 -4.5870 0.0 0.0 0.0 0.000
H -5.7416 3.8169 -4.7287 0.0 0.0 0.0 0.001
H -4.2663 3.1864 -5.4488 0.0 0.0 0.0 0.001
H -3.6974 4.7532 -2.2568 0.0 0.0 0.0 -0.002
H -3.8426 3.8463 0.9698 0.0 0.0 0.0 -0.002
H -2.9374 4.8860 -0.1402 0.0 0.0 0.0 0.001
H -2.1844 3.4494 0.5968 0.0 0.0 0.0 -0.044
H -3.7277 -1.1324 -2.0196 0.1 -0.1 0.0 0.003
H -5.2741 -0.7768 -2.8029 0.0 0.0 0.0 0.001
H -5.1171 -0.7919 -1.0299 0.0 0.0 0.0 -0.002
H -4.9670 1.0874 -4.0145 0.0 0.0 0.0 -0.001
C 2.0889 -1.6297 -3.0023 0.0 0.0 0.1 -0.004
C 1.4280 -0.3032 -2.5949 0.0 -0.1 0.0 0.002
C -0.0951 -0.5149 -2.7245 0.0 0.0 0.1 0.001
C 1.8845 0.7559 -3.6058 -0.1 -0.1 0.0 0.000
P 1.8187 0.0485 -0.7781 -0.1 0.0 0.1 0.019
N 0.9826 -0.8551 0.1957 0.2 -0.3 0.4 -0.028
C 3.6658 -0.2454 -0.4889 0.0 0.0 0.1 -0.005
C 4.0242 0.3397 0.8858 0.0 0.0 0.0 0.015
C 3.9044 -1.7617 -0.3799 0.0 0.0 0.0 -0.002
C 4.6315 0.3388 -1.5252 0.0 -0.1 0.0 0.000
C 1.3817 1.8521 -0.4236 -0.1 0.0 0.0 0.005
C -0.0049 2.1388 -1.0285 0.0 0.0 0.0 -0.005
C 2.3669 2.9163 -0.9176 -0.1 0.0 0.0 0.001
C 1.1967 2.0108 1.0924 0.0 -0.1 0.0 0.005
H 1.6695 -1.9226 -3.9689 0.0 0.0 0.0 0.000
H 1.8687 -2.4313 -2.2965 -0.1 0.0 0.0 0.003
H 3.1658 -1.5379 -3.1293 0.1 0.0 0.0 0.000
H -0.2834 -1.2144 -3.5426 0.0 0.0 0.0 -0.001
H -0.6239 0.4100 -2.9489 0.0 0.0 0.0 0.003
H -0.5406 -0.9427 -1.8226 0.1 0.0 -0.1 -0.012
H 1.6056 0.3924 -4.6004 0.0 0.0 0.0 0.000
H 2.9618 0.9081 -3.6065 0.1 0.0 0.0 0.000
H 1.4027 1.7198 -3.4730 -0.1 0.1 0.1 0.000
H 3.3208 0.0462 1.6646 0.0 0.0 0.0 -0.013
H 4.0914 1.4260 0.8743 0.0 0.1 0.0 0.001
H 5.0100 -0.0443 1.1655 0.0 0.0 0.0 0.001
H 3.1221 -2.2534 0.1987 0.0 0.0 0.0 0.004
H 4.8558 -1.9178 0.1372 0.0 0.0 0.0 0.000
H 3.9650 -2.2509 -1.3479 0.0 0.0 0.0 0.000
H 4.4914 1.4035 -1.6946 -0.1 0.1 0.0 0.000
H 4.5761 -0.1696 -2.4853 0.0 0.0 -0.1 0.000
H 5.6496 0.2004 -1.1453 0.0 0.0 0.0 0.000
H 0.0041 2.2395 -2.1097 0.0 0.0 -0.1 0.002
H -0.3487 3.0930 -0.6165 0.0 0.0 -0.1 0.000
H -0.7381 1.3781 -0.7525 0.0 0.0 0.0 0.009
H 2.5738 2.8594 -1.9840 0.0 0.0 -0.1 0.000
H 3.3143 2.8853 -0.3844 0.1 0.0 0.0 0.000
H 1.9199 3.8971 -0.7238 0.0 0.0 0.0 0.000
H 0.5643 1.2136 1.4855 0.0 0.1 -0.1 0.002
H 0.6929 2.9652 1.2754 0.0 0.0 0.0 0.007
H 2.1296 2.0085 1.6484 0.0 0.0 0.0 -0.008

Maximum force, record by record: 4.98, 5.35, 2.27 eV Å⁻¹
Calculated total energy, record by record: -4050.8576, -3165.4461, -4920.4130 Eh